Record 1
The following is a quantum chemistry calculation of a single C4H7NO2 molecule, from OMol25.

XYZ file:
```
14
Properties=species:S:1:pos:R:3:mulliken_charge:R:1
C 1.11462 0.71023 1.16306 -1.357
C 0.78584 0.09940 -0.18905 0.466
C -0.14280 -1.11847 -0.14480 -0.577
N -1.42715 -0.43403 -0.13509 -0.340
C -1.27847 0.61694 -1.03483 0.508
O -2.10996 1.09151 -1.75467 -0.560
O 0.02133 1.01742 -1.00140 -0.373
H 0.20506 0.89222 1.74273 0.332
H 1.63740 1.66050 1.02490 0.352
H 1.77020 0.04500 1.73791 0.345
H 1.70267 -0.11415 -0.74348 0.290
H 0.01179 -1.78818 0.70360 0.339
H -0.02973 -1.69697 -1.07484 0.304
H -2.26078 -0.98143 -0.29403 0.272
```

As for the lowest unoccupied orbital energy: 0.0291 Ha. As for the energy above the lowest of the compared OMol25 structures with the same formula, charge and spin: 3.09 kcal/mol. Its total charge is 0. As for the SMILES: C[C@H]1CNC(=O)O1. The value obtained for the frontier orbital gap is 0.40120 hartree.

=====

Record 2
The following is a quantum chemistry calculation of 2 unconnected molecules or ions with the total composition C24H41N2O5S2 at a distorted geometry, from OMol25.

XYZ file:
```
74
Properties=species:S:1:pos:R:3:mulliken_charge:R:1
O -0.03555 0.39699 2.37425 -0.561
C -0.19882 0.89088 1.29162 -0.072
C -0.75121 2.24915 0.85274 -0.885
C 0.41123 2.76073 -0.04154 1.522
C -0.24376 3.49762 -1.27760 -1.417
C -1.48193 4.36826 -0.92660 -0.910
C -2.81964 3.75558 -1.39206 -0.422
N -3.82600 4.77953 -1.63351 -0.356
C -5.10289 4.16612 -2.01628 -1.007
C -5.99038 3.76730 -0.84311 0.863
C -5.97544 4.36707 0.39731 -0.495
C -6.77599 3.93932 1.42326 -0.761
C -7.63099 2.88103 1.24020 -0.474
C -7.69009 2.28902 0.00310 -0.388
C -6.88651 2.72331 -1.01830 0.531
O -7.03534 2.06794 -2.21461 -0.613
C 1.46283 3.71304 0.55223 -0.861
S 0.99322 4.47513 2.12764 0.896
O 2.22615 4.98239 2.66219 -0.643
O 0.01598 5.50414 1.92211 -0.545
C 0.89225 1.37794 -0.60678 -0.582
S 2.67207 0.90318 -0.38696 -0.262
O 0.15459 0.31815 0.06571 -0.326
H -1.53044 1.93942 0.15121 0.198
H -1.19509 2.89926 1.60315 0.969
H 0.48569 4.16850 -1.74233 0.489
H -0.54986 2.79234 -2.05698 0.490
H -1.52329 4.68787 0.11802 0.441
H -1.39103 5.29152 -1.51328 0.403
H -2.63537 3.19422 -2.31532 0.124
H -3.16344 3.03821 -0.61954 0.456
H -3.93320 5.32697 -0.78844 0.298
H -5.63643 4.77110 -2.75720 0.400
H -4.82704 3.24112 -2.54264 0.259
H -5.30557 5.20863 0.55794 0.274
H -6.71103 4.45441 2.37600 0.386
H -8.24068 2.53289 2.06596 0.374
H -8.36889 1.46382 -0.18545 0.409
H -6.18951 1.99036 -2.66710 0.339
H 1.66260 4.57382 -0.08900 0.390
H 2.43283 3.25118 0.75593 0.407
H 0.59241 3.49156 2.99077 0.174
H 0.70803 1.15248 -1.65544 0.425
H 2.56343 -0.05369 0.55905 0.050
C 0.85297 -2.74698 1.15278 -0.926
C 1.40718 -4.12336 1.53280 -0.647
C 2.93111 -4.20002 1.59554 -0.551
N 3.64079 -4.57935 0.30666 0.121
C 3.41194 -6.04470 0.01589 -0.567
C 4.25793 -6.54574 -1.14192 -0.641
C 5.74084 -6.28585 -0.91161 -0.697
C 6.00104 -4.82194 -0.58147 -0.694
C 5.11896 -4.33576 0.55422 -0.614
C 3.16834 -3.72708 -0.82496 -1.190
H 0.94439 -2.53466 0.08869 0.219
H -0.20736 -2.69190 1.39422 0.482
H 1.35862 -1.95094 1.70130 0.170
H 0.98174 -4.89478 0.88791 0.230
H 1.04546 -4.33894 2.53987 0.416
H 3.23006 -4.95688 2.32068 0.414
H 3.34924 -3.24585 1.91790 0.509
H 3.66040 -6.58929 0.92774 0.378
H 2.35270 -6.17593 -0.19553 0.386
H 4.09028 -7.61686 -1.26018 0.415
H 3.93630 -6.08528 -2.07948 0.288
H 6.31112 -6.57382 -1.79446 0.369
H 6.09722 -6.91370 -0.08884 0.298
H 5.86214 -4.20376 -1.47130 0.326
H 7.04461 -4.69232 -0.29167 0.394
H 5.24273 -3.26528 0.71462 0.450
H 5.36815 -4.86283 1.47628 0.426
H 3.23916 -2.68436 -0.52460 0.335
H 2.14569 -4.00378 -1.06358 0.362
H 3.78830 -3.89786 -1.69784 0.549
```

As for the lowest unoccupied orbital energy: -0.0892 Ha. Its total charge is +1. The value obtained for the frontier orbital gap is 0.28368 hartree.

=====

Record 3
The following is a quantum chemistry calculation of a molecular structure, C49H48N14OPbS2 at a distorted geometry, from OMol25.

XYZ file:
```
115
Properties=species:S:1:pos:R:3:mulliken_charge:R:1
Pb -0.29944 1.11198 -0.19307 0.810
C 2.45815 0.28373 -4.46372 -0.709
C 1.30420 1.00318 -4.21154 -0.063
N 0.18444 0.42086 -3.80960 -0.285
C 0.23271 -0.89771 -3.60276 0.148
C 1.41212 -1.61164 -3.84803 -0.494
N 2.51243 -1.03855 -4.29822 -0.668
C -0.92108 -1.59073 -3.02193 0.229
C -1.23423 -2.89266 -3.39345 -0.558
C -2.27235 -3.56167 -2.73884 0.594
C -2.93416 -2.85617 -1.71688 -0.807
C -2.52998 -1.57071 -1.38477 -0.536
N -1.56787 -0.94444 -2.05188 0.490
C -3.02885 -0.80438 -0.16764 0.775
C -4.29381 -1.28412 0.46123 -0.857
N -4.98485 -0.54408 1.26010 -0.512
C -4.60614 0.75052 1.39627 -1.362
C -3.80910 1.30320 0.42624 0.265
N -3.16877 0.58138 -0.49674 -0.056
C -2.59816 -4.94727 -3.04917 0.354
C -1.60197 -5.85835 -3.45231 -0.699
C -1.92919 -7.17534 -3.67506 -0.325
N -3.15850 -7.67942 -3.55312 -0.686
C -4.10817 -6.81696 -3.18861 -0.392
C -3.89531 -5.48237 -2.92615 -0.359
H 3.36823 0.76214 -4.80279 0.382
H 1.27089 2.07799 -4.32274 0.485
H 1.47332 -2.67473 -3.64866 0.515
H -0.71319 -3.36827 -4.21396 0.923
H -3.71519 -3.35446 -1.16378 0.247
H -4.69249 -2.26691 0.24037 0.151
H -5.10048 1.33216 2.16335 0.341
H -3.76256 2.38052 0.30777 0.212
H -0.57705 -5.53273 -3.55352 0.457
H -1.16836 -7.89269 -3.96461 0.368
H -5.10270 -7.24401 -3.10844 0.368
H -4.72750 -4.84757 -2.65555 0.440
C 4.41328 -2.60792 0.65730 -1.439
C 3.49150 -1.79990 1.57252 0.072
N 3.49232 -0.41115 1.20900 0.030
C 2.65341 0.13646 0.30780 -0.462
S 1.54520 -0.88041 -0.52064 -0.373
N 2.88132 1.40765 0.07194 -1.039
N 2.02830 2.11791 -0.66694 1.251
C 2.41885 3.31379 -1.00227 0.541
C 3.75153 3.85108 -0.53347 -2.142
C 1.62361 4.16069 -1.85515 0.311
C 1.92185 5.53534 -1.98629 -1.035
C 1.22816 6.30420 -2.89213 -0.608
C 0.23189 5.71168 -3.65901 -1.077
C -0.02246 4.36743 -3.43416 -0.313
N 0.63621 3.61627 -2.57946 0.696
H 4.33753 -3.66636 0.89579 0.405
H 4.10795 -2.44486 -0.37274 0.273
H 5.45089 -2.29269 0.76707 0.376
H 2.46867 -2.17966 1.47814 0.000
H 3.81535 -1.89004 2.61112 0.139
H 4.02194 0.24350 1.76582 0.371
H 4.28587 3.03495 -0.05478 0.449
H 4.34017 4.24310 -1.36339 0.485
H 3.60907 4.64457 0.20092 0.318
H 2.67657 5.99268 -1.36709 0.398
H 1.44789 7.35950 -3.00584 0.390
H -0.33360 6.27050 -4.39140 0.411
H -0.79956 3.85780 -3.99092 0.584
C -4.66332 3.29791 -3.83011 -1.403
C -3.95941 3.92102 -2.69099 1.122
N -4.25627 5.03007 -2.08184 -1.065
N -3.30985 5.14821 -1.11366 0.252
C -2.44080 4.10232 -1.09957 0.166
S -1.17388 3.96978 -0.03976 -0.573
N -2.86202 3.31496 -2.14646 1.299
N -2.43768 2.09806 -2.62348 -0.646
H -5.33917 4.00825 -4.29298 0.400
H -5.21991 2.43197 -3.47680 0.229
H -3.92364 2.93821 -4.54214 0.284
H -3.33769 5.89333 -0.43966 0.215
H -2.74143 1.33588 -1.94703 0.253
H -1.41843 2.05019 -2.66757 0.151
C -1.24343 -3.18741 0.99759 -1.513
C -1.53577 -1.84999 1.67855 1.837
C -2.55032 -2.04335 2.80890 -1.984
O -1.88112 -0.80652 0.79262 0.595
H -0.78250 -3.85959 1.71745 0.550
H -0.56004 -3.03709 0.16701 0.130
H -2.16243 -3.63711 0.63139 0.323
H -0.59943 -1.47273 2.11623 -0.947
H -3.42929 -2.57538 2.45529 0.450
H -2.86979 -1.07845 3.18991 0.300
H -2.08534 -2.60491 3.61315 0.433
C 0.40900 1.05790 1.93925 -1.010
C 1.03464 0.76499 2.94681 0.527
C 1.86633 0.39349 4.01683 0.278
C 3.02194 1.17930 4.28566 0.815
C 3.40490 2.20850 3.39003 -0.504
C 4.48313 3.01658 3.64756 -0.515
C 5.24263 2.84805 4.80008 -0.629
C 4.87592 1.86040 5.70524 -0.620
C 3.78911 1.05094 5.46708 -0.657
C 1.53563 -0.82328 4.71790 0.507
C 0.19714 -1.16504 4.98486 -0.453
C -0.12417 -2.34341 5.62026 -0.469
C 0.86704 -3.24826 5.97666 -0.659
C 2.19146 -2.94656 5.69497 -1.053
C 2.52221 -1.75244 5.09583 -0.393
H 2.82668 2.34086 2.48849 0.168
H 4.74869 3.79174 2.94070 0.350
H 6.10103 3.47677 4.99551 0.350
H 5.44648 1.72660 6.61952 0.345
H 3.50053 0.31974 6.21156 0.465
H -0.58009 -0.46818 4.70458 0.393
H -1.15783 -2.56593 5.85524 0.489
H 0.61140 -4.18094 6.46090 0.373
H 2.97160 -3.65873 5.94016 0.363
H 3.55875 -1.53654 4.87871 0.487
```

As for the lowest unoccupied orbital energy: 0.1246 Ha. Its total charge is -2. The value obtained for the frontier orbital gap is 0.12545 hartree.

=====

Record 4
The following is a quantum chemistry calculation of a single C4H7N5O2 molecule at a distorted geometry, from OMol25.

XYZ file:
```
18
Properties=species:S:1:pos:R:3:mulliken_charge:R:1
N -2.79044 1.11760 0.07671 -0.559
C -1.82849 0.12242 0.01827 0.377
N -2.12929 -1.20177 -0.06462 -0.401
N -0.67377 0.63998 0.16378 -0.847
N 0.45440 -0.09610 0.12470 0.408
C 1.76870 1.03297 -0.10174 0.235
O 1.35008 2.28632 -0.01797 -0.454
C 2.78128 0.26619 -0.07024 -0.491
N 2.38392 -1.11399 -0.02893 -0.100
C 1.04703 -1.33697 0.02253 0.586
O 0.50145 -2.43053 -0.03394 -0.738
H -3.48275 1.02494 0.86211 0.229
H -2.34568 2.01165 -0.00038 0.245
H -2.85233 -1.42388 -0.71733 0.229
H -1.42129 -1.81953 0.00087 0.258
H 0.42014 2.25682 -0.09370 0.430
H 3.80698 0.51939 -0.37363 0.341
H 3.01003 -1.85551 0.23354 0.251
```

As for the lowest unoccupied orbital energy: 0.0272 Ha. As for the energy above the lowest of the compared OMol25 structures with the same formula, charge and spin: 23.86 kcal/mol. Its total charge is 0. As for the SMILES: NC(N)=Nn1c(O)c[nH]c1=O. The value obtained for the frontier orbital gap is 0.32060 hartree.

=====

Record 5
The following is a quantum chemistry calculation of a molecular structure, C28H26GeMoN2O2S5, from OMol25.

XYZ file:
```
65
Properties=species:S:1:pos:R:3:lowdin_spin:R:1
Mo 0.22697 0.16793 0.08177 0.921
C 4.28188 -0.32762 1.01282 0.004
C 2.87686 -0.28598 1.45458 0.030
O 1.97521 0.00140 0.44380 -0.010
C 2.36215 -0.50180 2.66564 -0.004
C 0.95388 -0.50140 2.98806 0.039
C 0.55579 -0.81824 4.38758 0.006
N 0.02900 -0.27299 2.08664 -0.005
N -1.29536 -0.39938 2.55961 -0.001
C -2.12329 -0.33035 1.59696 -0.003
O -1.57459 -0.07976 0.33726 0.010
C -3.55786 -0.49328 1.69019 -0.001
C -4.13444 -0.73000 2.94261 -0.002
C -5.50104 -0.89691 3.03560 0.000
C -6.28917 -0.83409 1.88813 -0.003
C -5.71640 -0.60260 0.64547 0.000
C -4.34615 -0.42760 0.54152 -0.002
H 4.45974 -1.24969 0.45385 0.002
H 4.94585 -0.30162 1.87312 0.000
H 4.50004 0.51262 0.35369 0.001
H 3.04596 -0.71752 3.47314 -0.001
H 1.42897 -0.92068 5.02431 0.000
H -0.01814 -1.74698 4.39871 0.003
H -0.10481 -0.04220 4.77360 0.002
H -3.50932 -0.78046 3.82381 0.000
H -5.95949 -1.07021 3.99948 0.000
H -7.36005 -0.96695 1.96777 0.000
H -6.33670 -0.55354 -0.23867 0.000
H -3.89333 -0.24446 -0.42328 0.000
Ge -0.22970 2.64150 0.47382 0.006
C -0.51387 2.70867 -1.45671 0.028
C -0.75273 3.89248 -2.15184 0.005
C -0.73857 3.90794 -3.54046 0.002
C -0.47584 2.75154 -4.26715 -0.001
C -0.24562 1.55256 -3.61307 0.000
C -0.28306 1.56177 -2.22627 0.005
C 1.37835 3.53242 1.01241 -0.003
C 2.55322 3.37766 0.26899 0.000
C 3.72191 4.00372 0.67388 0.000
C 3.72414 4.78610 1.82554 0.000
C 2.56091 4.95108 2.56253 0.000
C 1.38848 4.32379 2.15966 -0.001
H -1.44390 2.95841 1.33740 -0.001
H -0.94078 4.81259 -1.61251 0.000
H -0.92323 4.83657 -4.06413 0.000
H -0.45534 2.78235 -5.34813 0.000
H -0.06305 0.64198 -4.16632 0.000
H -0.13187 0.55110 -1.81034 0.009
H 2.55746 2.80069 -0.65130 0.000
H 4.62543 3.90300 0.08669 0.000
H 4.63530 5.27603 2.14221 0.000
H 2.56168 5.57375 3.44725 0.000
H 0.48419 4.46669 2.74046 0.000
C -2.66075 -4.65196 1.86752 0.018
S -2.62108 -5.38974 0.22459 0.121
C -1.00170 -5.33335 -0.34486 0.197
C 0.02139 -4.36574 -0.18062 0.143
S -0.04770 -2.91833 0.67673 0.199
S 1.47438 -4.72604 -1.04354 0.016
C 0.96898 -6.18079 -1.85169 -0.018
S 1.87323 -7.03185 -2.86816 0.209
S -0.64256 -6.64572 -1.38764 0.072
H -3.69730 -4.78946 2.17474 0.000
H -2.41099 -3.59766 1.84809 0.003
H -2.00688 -5.19860 2.54257 0.003
```

As for the lowest unoccupied orbital energy (spin up / spin down): -0.2963 / -0.2970 Ha. As for the energy above the lowest of the compared OMol25 structures with the same formula, charge and spin: 62.57 kcal/mol. Its total charge is +2. The value obtained for the frontier orbital gap (spin up / spin down) is 0.16578 / 0.19200 hartree. Its multiplicity is 3.

=====

Record 6
The following is a quantum chemistry calculation of 2 unconnected molecules or ions with the total composition C2H6FNS at a distorted geometry, from OMol25.

XYZ file:
```
11
Properties=species:S:1:pos:R:3:mulliken_charge:R:1
C 0.54730 -1.14256 -1.00324 -0.667
C 1.01662 -0.91279 0.21358 -0.116
S 1.11045 0.56417 1.14862 -0.076
H 0.35429 -0.44359 -1.77445 0.288
H 0.43468 -2.10762 -1.41606 0.228
H 1.12832 -1.72368 0.92256 0.273
H 2.09351 -0.00257 1.80429 0.103
N -1.34823 1.54999 0.23926 -0.326
F -2.35491 0.61277 0.48480 -0.188
H -1.96352 2.38066 0.06274 0.272
H -1.01851 1.22523 -0.68210 0.209
```

As for the lowest unoccupied orbital energy: 0.0348 Ha. As for the energy above the lowest of the compared OMol25 structures with the same formula, charge and spin: 73.23 kcal/mol. Its total charge is 0. As for the SMILES: C=CS.NF. The value obtained for the frontier orbital gap is 0.35437 hartree.

=====

Which of these has the highest total charge?
C28H26GeMoN2O2S5

=====

What did the sixth record say?
The following is a quantum chemistry calculation of 2 unconnected molecules or ions with the total composition C2H6FNS at a distorted geometry, from OMol25.

XYZ file:
```
11
Properties=species:S:1:pos:R:3:mulliken_charge:R:1
C 0.54730 -1.14256 -1.00324 -0.667
C 1.01662 -0.91279 0.21358 -0.116
S 1.11045 0.56417 1.14862 -0.076
H 0.35429 -0.44359 -1.77445 0.288
H 0.43468 -2.10762 -1.41606 0.228
H 1.12832 -1.72368 0.92256 0.273
H 2.09351 -0.00257 1.80429 0.103
N -1.34823 1.54999 0.23926 -0.326
F -2.35491 0.61277 0.48480 -0.188
H -1.96352 2.38066 0.06274 0.272
H -1.01851 1.22523 -0.68210 0.209
```

As for the lowest unoccupied orbital energy: 0.0348 Ha. As for the energy above the lowest of the compared OMol25 structures with the same formula, charge and spin: 73.23 kcal/mol. Its total charge is 0. As for the SMILES: C=CS.NF. The value obtained for the frontier orbital gap is 0.35437 hartree.

=====

Among the records above, which one has the lowest total charge?
C49H48N14OPbS2